147
Properties=species:S:1:pos:R:3 method="wB97M-V/def2-TZVPD" max_force_ha_per_bohr=0.0268 relative_energy_kcal_mol=0.0 homo_lumo_gap_ev=9.4
C -7.25391 18.10652 -8.31054
O -7.80669 17.96699 -7.24811
N -6.28318 17.30364 -8.80212
C -5.72030 17.53860 -10.09320
C -5.86097 16.14631 -8.09607
H -7.51575 18.93597 -8.98936
H -4.66086 17.26753 -10.09926
H -5.83513 18.56831 -10.41538
H -6.16649 16.87725 -10.85451
H -4.80573 16.16545 -7.80739
H -6.43017 16.06881 -7.16977
H -6.06545 15.23718 -8.67171
C -8.60310 12.72179 -6.62439
Br -7.49465 12.53540 -8.18088
Br -10.42023 12.25910 -7.01417
Br -8.45216 14.54966 -6.03654
H -8.24474 12.10161 -5.81581
C -3.02719 8.14078 -8.69256
C -4.42671 8.65030 -8.93659
O -4.87784 9.59920 -7.93188
P -5.07402 9.18889 -6.43233
O -3.89194 8.71872 -5.72889
O -6.30301 8.19158 -6.38474
C -7.60758 8.59034 -6.83202
C -8.55852 8.58561 -5.65145
O -5.76023 10.48821 -5.82103
C -5.09835 11.25972 -4.81537
C -4.36556 12.43341 -5.44847
H -2.45757 8.85282 -8.10553
H -3.02849 7.19405 -8.14866
H -2.54460 7.94263 -9.65027
H -4.44778 9.20424 -9.87842
H -5.19259 7.88063 -9.06324
H -7.64183 9.57330 -7.30558
H -7.96350 7.84999 -7.55259
H -8.18775 9.29081 -4.89704
H -9.56518 8.88029 -5.94756
H -8.58718 7.62846 -5.13124
H -5.90767 11.70212 -4.22544
H -4.46805 10.65760 -4.16901
H -5.07163 13.02149 -6.03531
H -3.91389 13.06695 -4.68660
H -3.59797 12.05477 -6.12898
C -0.43173 11.45217 -9.31654
C -0.37808 12.31978 -10.56006
O -1.69811 12.79416 -10.87972
P -2.42386 12.21594 -12.15433
O -2.76127 10.79717 -12.10801
O -3.63725 13.18936 -12.26879
C -4.99036 12.70510 -12.06367
C -5.26147 12.32072 -10.62716
O -1.47788 12.59277 -13.36135
C -1.40857 13.92388 -13.89032
C -0.03357 14.52352 -13.64541
H -0.81012 12.04611 -8.48000
H -1.08916 10.59372 -9.42645
H 0.56437 11.11123 -9.02571
H 0.24195 13.19447 -10.35474
H 0.06554 11.80949 -11.41644
H -5.63018 13.53759 -12.35931
H -5.18883 11.86262 -12.72364
H -6.28084 11.91626 -10.62316
H -4.58547 11.53793 -10.29216
H -5.25630 13.18671 -9.96567
H -1.60918 13.86253 -14.96050
H -2.19016 14.55316 -13.46918
H 0.17892 15.28081 -14.40361
H 0.06713 14.90485 -12.63280
H 0.73618 13.76890 -13.82516
C -9.49397 14.94976 -9.96542
C -8.45373 14.60468 -10.98018
O -8.63802 15.33852 -12.19599
P -7.51098 15.22754 -13.29395
O -7.16411 13.87174 -13.72556
O -8.02457 16.17961 -14.43796
C -9.12379 15.76665 -15.27733
C -10.44850 16.30075 -14.75226
O -6.32961 16.04924 -12.64501
C -5.02496 16.02393 -13.21894
C -4.75462 17.27954 -14.02099
H -9.58824 14.14964 -9.23685
H -9.26104 15.84100 -9.37702
H -10.47003 15.14012 -10.41694
H -7.46943 14.81428 -10.53751
H -8.43740 13.52555 -11.15624
H -8.92304 16.17198 -16.26834
H -9.11994 14.67876 -15.38628
H -10.36556 17.38653 -14.69907
H -11.24439 16.02545 -15.44519
H -10.68926 15.90614 -13.76900
H -4.26068 15.87477 -12.45512
H -4.93218 15.15015 -13.87375
H -3.77914 17.21133 -14.51023
H -5.43862 17.35419 -14.87102
H -4.86279 18.17251 -13.40937
C -11.26441 11.50670 2.76179
C -10.38843 10.47708 2.09680
O -9.41389 11.16584 1.29818
P -8.74074 10.42353 0.07098
O -9.63407 9.50075 -0.63132
O -7.39215 9.80827 0.60394
C -7.44293 8.58625 1.36128
C -6.12514 7.89098 1.22290
O -8.15373 11.60610 -0.78179
C -9.09341 12.44191 -1.51011
C -8.94594 12.17661 -2.98841
H -10.66166 12.13986 3.41612
H -11.70801 12.15120 2.00390
H -12.04446 11.03744 3.35800
H -9.91144 9.81548 2.82462
H -10.98449 9.82914 1.44675
H -7.65839 8.83836 2.40442
H -8.26078 7.95317 1.00630
H -6.14855 6.93610 1.75856
H -5.95894 7.60383 0.18457
H -5.31120 8.48004 1.63650
H -10.11928 12.28249 -1.17052
H -8.86624 13.48526 -1.28932
H -9.23703 11.15341 -3.23049
H -9.60681 12.82446 -3.56979
H -7.90488 12.35708 -3.25654
C -18.85070 10.68844 -6.85146
C -17.50977 11.38416 -6.84310
O -17.59783 12.54291 -7.69413
P -16.24053 13.24024 -8.14066
O -15.20861 12.36392 -8.66928
O -16.76537 14.33021 -9.13815
C -16.62966 14.15576 -10.56076
C -17.81362 13.40842 -11.11024
O -15.82655 14.09941 -6.89312
C -14.74564 13.62079 -6.05980
C -13.40357 14.10515 -6.57053
H -18.79182 9.63458 -6.58380
H -19.59403 11.19837 -6.24020
H -19.23178 10.70265 -7.87690
H -17.20868 11.65157 -5.82710
H -16.75172 10.70218 -7.23884
H -16.62445 15.16661 -10.97474
H -15.66636 13.72588 -10.82892
H -17.93164 12.45205 -10.59669
H -18.70465 14.02630 -11.03253
H -17.69048 13.12800 -12.16023
H -14.95281 14.05821 -5.07941
H -14.76214 12.54009 -5.90748
H -12.58110 13.65963 -6.01860
H -13.36873 13.86629 -7.63464
H -13.33254 15.18914 -6.47178